No. 1
Density functional theory data (the ωB97M-V functional and the def2-TZVPD basis) for 9 unconnected molecules or ions with the total composition C16H50O9 in a non-equilibrium geometry.

```
75
Properties=species:S:1:pos:R:3:forces:R:3:lowdin_charge:R:1
C -24.4200 -9.6613 -7.0057 -1.123 -0.858 -0.521 -0.045
C -25.8991 -9.7183 -7.4706 1.050 0.402 1.297 -0.511
C -26.7707 -10.5781 -6.5996 -0.419 -1.110 -0.602 -0.070
O -26.3510 -8.3887 -7.3329 -0.234 0.742 -0.641 -0.057
H -24.0260 -10.6745 -6.9272 0.100 -0.056 -0.124 0.071
H -24.4023 -9.2445 -5.9986 0.212 0.378 -0.229 0.084
H -23.8568 -9.1205 -7.7663 0.182 0.238 0.459 0.076
H -25.9734 -10.0534 -8.5051 0.142 -0.055 -0.199 0.129
H -26.9931 -10.1734 -5.6123 0.494 -0.019 -0.002 0.089
H -26.3540 -11.5852 -6.5852 0.064 -0.111 0.525 0.079
H -27.7296 -10.7213 -7.0978 -0.282 0.158 -0.021 0.072
H -27.2268 -8.3639 -7.7252 -0.211 0.293 0.050 0.084
C -31.0845 -14.6437 -7.4414 -1.504 0.255 -0.030 -0.038
C -32.5086 -14.0049 -7.7596 1.503 0.204 -0.690 -0.480
C -32.6567 -13.7145 -9.2616 -0.559 -0.583 -0.129 -0.066
O -33.5772 -14.7739 -7.2742 -0.047 -0.819 0.253 -0.048
H -31.0072 -14.8880 -6.3819 0.049 0.348 0.083 0.067
H -30.3116 -13.9400 -7.7504 -0.031 0.084 0.194 0.067
H -30.8750 -15.5823 -7.9546 -0.418 0.023 -0.333 0.070
H -32.5736 -13.0426 -7.2517 0.422 0.232 0.164 0.120
H -33.6948 -13.5634 -9.5576 -0.278 0.740 0.520 0.069
H -32.5011 -14.5972 -9.8819 0.926 -0.140 0.111 0.076
H -32.0610 -12.8555 -9.5704 0.080 -0.195 -0.141 0.076
H -34.3303 -14.1819 -7.2110 -0.135 -0.121 -0.004 0.088
C -32.7414 -10.2702 -15.0003 0.470 -1.044 0.452 -0.059
C -31.9764 -10.9335 -16.1324 -1.386 -0.639 -0.668 -0.497
C -32.6596 -12.2028 -16.6888 -0.181 -0.320 0.352 -0.055
O -32.0318 -9.9766 -17.1612 0.537 0.490 -1.335 -0.066
H -32.8523 -10.9518 -14.1569 0.039 0.156 0.266 0.077
H -33.7371 -10.0023 -15.3536 0.153 0.156 -0.012 0.089
H -32.1549 -9.3981 -14.7112 -0.340 0.154 0.289 0.075
H -30.9273 -11.1455 -15.9266 0.023 -0.179 0.478 0.131
H -32.8037 -12.9668 -15.9247 0.354 0.020 0.279 0.072
H -32.1419 -12.6874 -17.5166 0.398 0.285 0.072 0.073
H -33.6752 -12.0590 -17.0578 -0.027 0.704 0.014 0.078
H -31.4466 -9.2622 -16.8990 -0.036 0.214 -0.173 0.083
C -33.0490 -10.9596 -3.1554 0.438 0.206 0.889 -0.075
C -33.2165 -9.4624 -3.3937 -0.178 -0.862 0.675 -0.486
C -33.2734 -9.1607 -4.8830 -0.187 0.340 0.870 -0.056
O -34.4462 -9.0956 -2.7117 0.899 0.411 -0.590 -0.062
H -32.9361 -11.1134 -2.0822 0.086 0.042 0.126 0.077
H -32.1341 -11.3433 -3.6069 -0.269 -0.249 -0.347 0.080
H -33.9592 -11.5129 -3.3869 0.145 -0.131 -0.636 0.079
H -32.3964 -8.9806 -2.8614 -0.178 0.439 -0.110 0.135
H -33.4465 -8.0980 -5.0531 -0.315 -0.076 -0.069 0.077
H -34.1247 -9.7811 -5.1630 0.031 0.219 -0.960 0.079
H -32.3563 -9.4152 -5.4142 -0.118 -0.351 0.068 0.080
H -35.1160 -9.6355 -3.1377 -0.350 0.007 0.065 0.072
C -27.9537 -12.7069 -12.1581 -1.967 -0.087 1.023 -0.211
O -26.8382 -13.2764 -12.6952 1.846 -0.600 -1.151 -0.097
H -28.4176 -13.3912 -11.4477 -0.021 -0.144 0.445 0.070
H -27.8416 -11.7625 -11.6256 0.270 0.242 -0.313 0.077
H -28.7187 -12.6361 -12.9313 0.150 0.471 -0.215 0.078
H -26.0092 -13.0195 -12.2849 -0.287 0.131 0.216 0.084
C -35.4275 -7.2060 -9.9702 0.679 -1.266 -0.851 -0.135
O -35.2053 -8.5023 -10.5786 -0.329 0.257 0.123 -0.144
H -35.7128 -7.3346 -8.9261 -0.195 0.266 -0.028 0.071
H -34.5010 -6.6377 -10.0519 -0.141 0.347 0.153 0.070
H -36.2001 -6.7625 -10.5982 -0.034 0.227 0.453 0.078
H -34.3249 -8.8295 -10.3800 0.076 0.155 0.148 0.059
C -29.4972 -4.3021 -8.5493 0.361 -0.327 -0.296 -0.156
O -30.4224 -5.2339 -7.9672 -0.112 0.826 -0.614 -0.127
H -28.9645 -4.8031 -9.3576 0.452 -0.300 0.441 0.073
H -29.9153 -3.4569 -9.0960 -0.715 0.106 0.394 0.074
H -28.8482 -3.9168 -7.7630 0.287 -0.060 -0.240 0.077
H -31.2039 -4.7000 -7.8064 -0.279 -0.330 0.269 0.067
C -26.4737 -7.8877 -13.6583 0.009 0.689 0.006 -0.159
O -27.8558 -7.8076 -13.3003 0.287 -0.509 -0.268 -0.132
H -26.2311 -6.8983 -14.0459 0.689 0.029 0.121 0.076
H -25.8711 -8.1227 -12.7810 -0.180 0.098 -0.022 0.078
H -26.2399 -8.6007 -14.4490 -0.279 -0.314 0.041 0.074
H -28.2432 -7.4452 -14.1004 -0.555 -0.008 0.167 0.065
O -30.8563 -8.7672 -10.0287 -0.200 -0.232 0.049 -0.051
H -30.1160 -8.6936 -10.6310 0.195 0.009 -0.255 0.024
H -30.7963 -7.9864 -9.4782 -0.001 0.303 0.223 0.017
```
Forces are in eV/Å.

Output
SMILES string: CC(C)O.CC(C)O.CC(C)O.CC(C)O.CO.CO.CO.CO.O
2S+1: 1
energy relative to the best compared isomer or geometry (same formula, charge and spin): 309.77 kJ/mol



No. 2
Density functional theory data (the ωB97M-V functional and the def2-TZVPD basis) for a molecular structure, C18H29ClIrNO2P2 in a non-equilibrium geometry.

```
54
Properties=species:S:1:pos:R:3:forces:R:3:lowdin_charge:R:1
Ir 0.1746 0.0250 0.0298 1.779 -0.867 0.800 1.147
P -1.2483 0.0691 1.7471 -3.510 1.002 0.464 0.711
C -2.2968 1.4799 1.1743 -0.328 -0.388 0.097 -0.261
C -1.4888 2.5147 0.4648 0.146 0.064 0.237 -0.297
N -0.4116 2.0642 -0.2190 -0.286 -0.021 -0.554 -0.074
C 0.2256 2.8267 -1.1394 -0.218 0.635 0.275 -0.299
C -0.0412 4.1895 -1.1942 0.458 -0.545 -0.671 0.012
C -1.0580 4.7189 -0.4113 -0.145 -0.070 0.394 0.008
C -1.8019 3.8708 0.4012 -0.304 -0.076 0.225 0.021
C 1.1494 2.1069 -2.0892 0.451 -0.268 0.239 -0.222
P 0.6768 0.3105 -2.1133 -1.101 1.295 -2.638 0.714
H -2.6373 4.2224 1.0078 0.230 0.062 -0.313 0.137
H 0.5423 4.7890 -1.8924 -0.304 0.008 0.201 0.137
H -1.2813 5.7832 -0.4476 0.030 -0.229 0.009 0.136
H 1.0556 2.5071 -3.1068 0.070 -0.010 0.228 0.113
H 2.2046 2.1979 -1.7869 -0.219 0.004 -0.044 0.114
H -3.1059 0.9829 0.3717 1.490 0.851 1.193 0.078
H -2.8563 1.8961 2.0104 -0.066 0.128 0.052 0.104
H -3.1469 -0.6133 -0.9015 -1.617 2.160 0.209 0.041
O -3.6841 0.3140 -0.7524 0.165 -2.228 -0.860 -0.108
H -4.6330 0.1260 -0.6717 0.257 -0.016 -0.222 0.093
H -1.1707 -1.2658 -0.7419 -2.410 -1.069 -1.116 -0.022
O -2.1151 -1.6041 -1.1458 2.287 -0.771 0.449 -0.134
H -2.0765 -2.5845 -1.1403 -0.135 0.608 0.006 0.113
C -0.7970 0.3216 -3.1851 0.106 -0.022 -0.166 -0.209
H -0.6474 1.0613 -3.9804 -0.086 -0.243 0.005 0.070
H -0.9172 -0.6788 -3.6169 -0.106 0.249 0.042 0.065
H -1.7006 0.5766 -2.6129 0.325 -0.042 -0.180 0.043
C 1.9444 -0.6433 -2.9394 0.253 -0.323 0.105 -0.199
H 1.4888 -1.5976 -3.2350 0.214 0.187 0.026 0.074
H 2.3036 -0.1078 -3.8291 -0.129 -0.108 0.187 0.085
H 2.7778 -0.8308 -2.2519 -0.098 0.020 -0.248 0.002
C -0.6543 0.5270 3.3914 0.651 -0.230 0.041 -0.205
H -1.5200 0.6998 4.0478 0.217 -0.077 -0.263 0.080
H -0.0436 -0.2983 3.7820 -0.119 0.274 0.128 0.061
H -0.0431 1.4368 3.3266 -0.160 -0.208 0.078 0.070
C -2.3404 -1.3601 1.9665 -0.029 -0.068 0.198 -0.209
H -1.7243 -2.2678 1.9977 -0.242 0.131 0.058 0.051
H -2.8783 -1.2546 2.9160 0.019 -0.096 -0.172 0.074
H -3.0497 -1.4319 1.1315 0.285 0.055 0.395 0.042
Cl 4.5621 -1.0099 -0.3281 0.159 0.191 -0.087 0.763
C 3.5138 -2.1211 0.4687 -0.617 -0.557 0.211 -0.601
C 3.8844 -3.4612 0.5296 -0.064 0.102 -0.026 -0.070
C 3.0481 -4.3924 1.1530 0.028 0.162 -0.094 -0.037
C 1.8598 -3.9682 1.7394 -0.293 0.061 0.247 -0.054
C 1.5114 -2.6172 1.7256 -0.006 -0.421 -0.240 -0.065
C 2.3034 -1.6780 1.0559 0.231 0.850 -0.166 -0.320
C 1.8892 -0.2250 1.0324 2.127 -0.724 1.063 -0.328
H 4.8268 -3.7711 0.0793 -0.239 0.065 0.134 0.122
H 3.3336 -5.4454 1.1781 -0.087 0.353 0.000 0.127
H 1.1948 -4.6872 2.2242 0.308 0.229 -0.112 0.121
H 0.5969 -2.2797 2.2170 0.241 -0.141 -0.059 0.081
H 1.7010 0.1503 2.0478 0.112 0.092 -0.075 0.070
H 2.6010 0.4269 0.5148 0.280 -0.019 0.309 0.037
```
Forces are in eV/Å.

Output
⟨S²⟩: 6.0157
electronic energy: -58642.71623 eV
2S+1: 5
net charge: +2



No. 3
Density functional theory data (the ωB97M-V functional and the def2-TZVPD basis) for 5 unconnected molecules or ions with the total composition C2H16NO4S in a non-equilibrium geometry.

```
24
Properties=species:S:1:pos:R:3:forces:R:3:lowdin_charge:R:1
C 0.5891 1.1267 0.0260 2.743 -0.662 2.267 -0.282
C -0.3185 2.3185 -0.0857 0.635 2.152 -1.339 -0.467
S 0.8663 3.6646 -0.8038 -1.261 -0.294 -0.846 0.687
N -0.2852 -0.0727 0.4658 2.631 0.322 -2.231 0.191
H 1.4460 1.1753 0.8244 -2.037 0.545 -0.648 0.160
H 1.3403 0.9447 -0.7911 -2.024 -0.337 -0.184 0.093
H -0.5733 2.8962 0.8085 -0.170 -1.083 0.285 0.059
H -1.2628 2.1458 -0.6836 1.271 0.206 0.384 0.111
H 0.2214 4.0269 -1.9793 0.391 -0.527 1.000 -0.118
H 0.3269 -0.8942 0.6772 -0.782 0.370 -0.681 0.156
H -0.9148 -0.1440 -0.3515 -0.177 -1.024 0.740 0.141
H -0.7361 0.2110 1.3076 -1.121 0.319 0.779 0.061
H -1.8634 -1.2597 -2.9801 -0.076 0.082 -0.086 0.043
H -3.0019 -1.6492 -2.0486 -0.036 0.149 -0.068 0.048
O -2.4485 -0.9000 -2.3040 0.274 -0.160 0.335 -0.055
H 2.9243 -1.0512 -1.6314 0.827 -0.297 -0.102 0.038
H 1.8231 -1.7927 -2.4457 0.337 -0.251 -0.151 0.047
O 2.0101 -1.0474 -1.8768 -1.161 0.504 0.315 -0.037
H -1.8272 -0.7932 2.6875 0.422 0.545 -0.212 0.072
H -2.8541 0.1336 3.0729 0.586 1.010 -0.552 0.094
O -2.0056 0.1653 2.5702 -1.143 -1.729 1.072 -0.067
H 1.8500 -3.6368 2.2283 -0.499 -0.103 0.234 0.043
H 2.8081 -2.7947 1.5058 -0.263 0.422 -0.075 0.047
O 1.8860 -2.7728 1.8073 0.633 -0.158 -0.238 -0.065
```
Forces are in eV/Å.

Output
2S+1: 1
energy relative to the best compared isomer or geometry (same formula, charge and spin): 106.99 kJ/mol
net charge: +1